{"formula": "H30O15", "method": "ωB97M-V with the def2-TZVPD basis set", "elements": ["O", "H", "H", "O", "H", "H", "O", "H", "H", "O", "H", "H", "O", "H", "H", "O", "H", "H", "O", "H", "H", "O", "H", "H", "O", "H", "H", "O", "H", "H", "O", "H", "H", "O", "H", "H", "O", "H", "H", "O", "H", "H", "O", "H", "H"], "positions_angstrom": [[0.022, -3.149, 2.819], [-0.250, -2.782, 1.993], [-0.268, -4.074, 2.841], [-2.760, -0.210, 0.281], [-2.510, -1.071, 0.516], [-3.448, 0.032, 0.895], [2.935, -0.153, -1.899], [2.004, -0.372, -1.822], [2.850, 0.273, -2.762], [2.159, -2.783, 0.488], [2.703, -3.223, 1.175], [2.101, -1.864, 0.698], [-1.122, 2.443, 1.237], [-0.184, 2.368, 1.418], [-1.413, 1.554, 1.027], [-2.324, -0.948, -2.362], [-1.572, -1.533, -2.451], [-2.254, -0.590, -1.478], [2.106, 2.367, -0.703], [2.737, 1.935, -1.314], [2.541, 3.140, -0.290], [-0.357, -0.099, 2.968], [0.287, 0.380, 3.531], [-0.664, -0.844, 3.496], [0.355, -0.096, 0.195], [-0.276, -0.295, 0.850], [0.082, 0.712, -0.180], [0.394, 4.555, -0.934], [0.279, 3.643, -0.753], [1.128, 4.753, -1.475], [-1.314, -2.795, 0.311], [-0.885, -3.265, -0.402], [-1.979, -3.347, 0.674], [-0.424, 1.700, -1.635], [-0.648, 1.240, -2.491], [0.465, 1.987, -1.726], [-3.298, 2.471, -0.897], [-3.761, 1.624, -1.015], [-2.438, 2.174, -0.546], [2.605, -0.077, 1.512], [1.808, 0.127, 1.043], [2.456, -0.708, 2.253], [0.638, -1.565, -2.037], [1.058, -2.417, -1.933], [0.435, -1.222, -1.118]], "atomic_forces_ev_per_a": [[0.179, -0.595, 1.616], [-0.203, 0.098, -1.240], [0.144, 0.495, -0.167], [-0.178, 1.932, -0.249], [0.727, -2.167, 0.397], [-0.424, 0.323, 0.250], [0.252, 1.142, -0.695], [-0.483, -0.833, 0.522], [0.744, -0.117, -0.243], [0.142, -1.979, -0.056], [-0.580, 0.689, -0.643], [0.451, 1.138, 0.352], [-0.110, 0.370, -0.078], [0.239, -0.035, 0.125], [-0.140, -0.301, 0.231], [-0.211, -0.029, -0.534], [0.422, -0.061, -0.124], [-0.142, 0.209, 0.260], [0.543, 0.344, -0.144], [-0.092, -0.006, 0.821], [-0.236, -0.687, -0.445], [0.396, 0.365, 0.396], [-0.599, -0.435, -0.521], [0.147, -0.132, 0.093], [1.507, -1.636, -0.341], [-1.204, -0.542, 1.680], [-0.735, 1.935, -1.489], [-1.497, 1.924, 1.061], [0.108, -1.088, -0.136], [1.127, -0.338, -0.866], [0.647, 1.305, 0.050], [0.125, -0.207, -0.296], [-0.964, -1.074, 0.292], [-1.684, -1.276, -1.374], [0.074, 0.626, 1.340], [1.542, 0.582, -0.177], [0.065, -0.927, 0.281], [0.096, 0.502, -0.164], [-0.317, 0.641, -0.389], [2.035, -0.861, 1.710], [-1.248, -0.011, -0.245], [-0.313, 0.981, -0.897], [-1.022, 0.397, 0.664], [0.451, -0.253, 0.205], [0.218, -0.407, -0.834]], "energy_ha": -1146.57780, "lumo_energy_ha": -0.0142, "de_lowest_kj_mol": 163.5}

{"formula": "C44H48F8N9O2S", "method": "ωB97M-V with the def2-TZVPD basis set", "elements": ["C", "C", "F", "C", "C", "N", "C", "C", "S", "O", "O", "C", "F", "F", "C", "F", "F", "C", "F", "F", "F", "N", "H", "H", "H", "H", "H", "H", "H", "H", "H", "H", "H", "H", "H", "N", "C", "C", "C", "C", "C", "H", "H", "H", "H", "H", "N", "C", "C", "C", "C", "C", "H", "H", "H", "H", "H", "N", "C", "C", "C", "C", "C", "H", "H", "H", "H", "H", "N", "C", "C", "C", "C", "C", "H", "H", "H", "H", "H", "N", "C", "C", "C", "C", "C", "H", "H", "H", "H", "H", "N", "C", "C", "C", "C", "C", "H", "H", "H", "H", "H", "N", "C", "C", "C", "C", "C", "H", "H", "H", "H", "H"], "positions_angstrom": [[-0.792, 5.104, -2.720], [-1.858, 4.175, -1.884], [-3.237, 4.719, -2.090], [-1.809, 2.561, -2.319], [-1.558, 2.381, -3.928], [-2.118, 1.112, -4.530], [-3.444, 0.658, -3.960], [-4.111, 1.720, -2.873], [-5.720, 0.940, -2.200], [-5.880, 1.365, -0.697], [-5.642, -0.635, -2.276], [-7.193, 1.423, -3.273], [-6.695, 1.364, -4.697], [-8.245, 0.378, -3.147], [-7.726, 2.958, -3.041], [-6.580, 3.786, -2.524], [-8.108, 3.589, -4.355], [-8.950, 3.108, -1.957], [-10.212, 2.430, -2.354], [-8.576, 2.707, -0.559], [-9.269, 4.583, -1.891], [-3.072, 1.920, -1.789], [-1.374, 5.603, -3.633], [0.105, 4.507, -3.197], [-0.364, 5.999, -2.070], [-1.639, 4.223, -0.717], [-0.870, 2.122, -1.733], [-0.375, 2.321, -4.074], [-1.901, 3.302, -4.584], [-1.370, 0.357, -4.530], [-2.291, 1.322, -5.559], [-3.217, -0.338, -3.346], [-4.259, 0.383, -4.753], [-4.312, 2.770, -3.355], [-3.452, 2.397, -0.942], [-7.906, 3.523, -8.911], [-8.952, 3.105, -9.657], [-10.096, 2.530, -9.125], [-10.171, 2.368, -7.746], [-9.108, 2.787, -6.952], [-8.009, 3.355, -7.575], [-8.844, 3.250, -10.728], [-10.907, 2.215, -9.772], [-11.051, 1.920, -7.294], [-9.136, 2.674, -5.874], [-7.156, 3.701, -6.998], [-9.468, 2.711, 5.003], [-9.690, 1.496, 4.456], [-9.432, 1.189, 3.130], [-8.918, 2.189, 2.311], [-8.681, 3.452, 2.845], [-8.967, 3.661, 4.184], [-10.094, 0.750, 5.135], [-9.627, 0.195, 2.745], [-8.704, 1.986, 1.266], [-8.282, 4.252, 2.233], [-8.796, 4.629, 4.648], [-0.785, -1.001, -1.492], [-1.917, -1.716, -1.315], [-1.938, -3.085, -1.102], [-0.726, -3.765, -1.072], [0.458, -3.056, -1.252], [0.377, -1.688, -1.455], [-2.838, -1.141, -1.351], [-2.878, -3.608, -0.964], [-0.703, -4.839, -0.909], [1.419, -3.557, -1.234], [1.273, -1.090, -1.597], [1.756, -1.528, 2.848], [0.709, -1.945, 2.102], [-0.434, -2.521, 2.633], [-0.509, -2.683, 4.013], [0.553, -2.264, 4.807], [1.653, -1.696, 4.184], [0.817, -1.801, 1.031], [-1.245, -2.836, 1.987], [-1.389, -3.131, 4.465], [0.525, -2.377, 5.885], [2.506, -1.350, 4.761], [5.360, -4.767, 4.804], [4.620, -3.803, 4.214], [4.999, -2.471, 4.151], [6.208, -2.103, 4.730], [6.992, -3.073, 5.347], [6.530, -4.379, 5.357], [3.684, -4.140, 3.779], [4.366, -1.740, 3.662], [6.538, -1.068, 4.702], [7.939, -2.818, 5.808], [7.107, -5.173, 5.822], [9.755, -0.506, 5.100], [10.830, 0.151, 5.587], [12.131, -0.087, 5.175], [12.346, -1.063, 4.207], [11.259, -1.758, 3.688], [9.995, -1.446, 4.160], [10.610, 0.900, 6.342], [12.956, 0.473, 5.598], [13.352, -1.279, 3.860], [11.394, -2.525, 2.933], [9.114, -1.959, 3.784], [13.669, -3.372, 2.889], [14.116, -4.380, 3.669], [15.127, -5.251, 3.298], [15.716, -5.083, 2.049], [15.275, -4.055, 1.222], [14.260, -3.232, 1.683], [13.623, -4.473, 4.633], [15.449, -6.042, 3.966], [16.511, -5.747, 1.723], [15.713, -3.897, 0.243], [13.884, -2.413, 1.076]], "atomic_forces_ev_per_a": [[-0.553, 0.738, -0.510], [0.730, 0.196, -0.126], [2.760, -1.334, 0.213], [0.180, 1.261, 0.795], [2.065, 1.873, 0.540], [-0.033, 0.220, -1.726], [-2.322, -2.162, 2.186], [2.320, 1.409, -1.412], [0.973, -5.592, 6.917], [0.331, -0.381, -6.164], [-0.095, 6.102, -0.997], [-1.734, -1.043, -3.585], [-1.316, 0.103, 4.256], [3.685, 3.961, -0.202], [0.758, 2.335, -0.987], [-3.512, -2.859, -1.649], [1.255, -2.241, 4.915], [-2.922, 2.216, 2.119], [4.937, 2.222, 1.371], [-1.204, 1.280, -5.739], [1.198, -5.292, -0.259], [-0.833, -0.588, -0.987], [1.169, -1.111, 2.025], [-1.774, 1.033, 1.260], [-0.970, -2.107, -1.326], [-0.708, -0.076, -2.541], [-2.119, 0.726, -1.353], [-2.702, 0.146, 0.276], [0.349, -1.964, 1.582], [-1.369, 0.842, 0.439], [0.415, -0.356, 1.471], [-0.614, 2.283, -1.296], [1.958, 0.709, 1.111], [-0.366, -2.041, 0.615], [0.341, -0.363, -1.142], [-0.772, -0.442, 0.462], [0.791, 0.337, 0.394], [-0.012, -0.035, 0.311], [-0.015, -0.009, -0.060], [-0.233, -0.151, -0.171], [0.081, 0.106, -0.936], [-0.045, -0.020, 0.085], [0.094, 0.041, 0.047], [0.100, 0.056, -0.057], [-0.106, -0.039, -0.397], [-0.061, -0.006, 0.012], [0.217, -0.206, -1.027], [0.108, 0.807, 0.499], [0.106, 0.235, -0.134], [0.026, -0.067, -0.001], [-0.059, -0.296, -0.094], [-0.346, -0.561, 0.677], [0.031, 0.033, -0.075], [0.005, 0.081, 0.055], [-0.057, -0.072, 0.498], [-0.035, -0.043, 0.063], [-0.010, -0.064, -0.068], [-0.005, -0.761, -0.177], [0.565, 0.471, -0.107], [0.198, -0.065, 0.006], [0.042, -0.031, 0.001], [-0.254, -0.113, -0.040], [-0.570, 0.488, -0.166], [-0.027, -0.066, 0.131], [0.071, 0.086, -0.016], [0.002, 0.140, -0.015], [-0.083, 0.083, 0.021], [-0.020, -0.104, 0.041], [-0.805, -0.424, 0.413], [0.762, 0.332, 0.449], [0.044, -0.006, 0.237], [0.008, -0.007, 0.053], [-0.243, -0.085, -0.189], [0.152, 0.216, -0.831], [-0.053, -0.021, 0.210], [0.073, 0.028, 0.029], [0.108, 0.051, -0.049], [0.031, 0.019, -0.111], [-0.153, -0.065, 0.016], [0.262, 0.946, -0.055], [0.463, -0.735, 0.395], [0.261, 0.057, 0.117], [0.025, 0.030, 0.007], [-0.149, 0.154, -0.092], [-0.780, -0.363, -0.354], [0.028, 0.065, 0.003], [0.079, -0.107, -0.043], [0.030, -0.111, 0.031], [-0.092, 0.009, -0.029], [-0.023, 0.089, -0.020], [0.834, -0.191, -0.244], [-0.810, -0.363, -0.220], [-0.104, -0.199, -0.200], [0.073, 0.176, 0.045], [0.012, 0.176, 0.062], [-0.156, 0.666, 0.586], [0.046, -0.041, -0.044], [-0.089, -0.035, -0.020], [-0.271, -0.002, 0.069], [0.035, 0.121, 0.171], [0.090, 0.002, -0.020], [1.031, -0.952, -0.512], [-0.361, 0.686, -0.444], [0.085, 0.059, -0.243], [-0.001, 0.003, -0.003], [0.063, -0.179, 0.171], [-0.410, -0.061, 0.767], [0.047, -0.014, -0.040], [-0.049, 0.084, -0.051], [-0.096, 0.082, 0.040], [-0.052, 0.003, 0.093], [0.046, -0.052, -0.004]], "energy_ha": -3545.21419, "lumo_energy_ha": -0.1421, "total_charge": 1}